No. 1
Below is a molecular structure, C15H31F5OP2PtTe at a distorted geometry, with properties calculated with ωB97M-V with the def2-TZVPD basis set.

Results
M = 707.0 g/mol
energy = -60801.372 eV
charge = 0
strongest force on any atom = 4.3 eV Å⁻¹
HOMO energy (alpha / beta) = -6.34 / -7.45 eV
energy relative to the best compared isomer or geometry (same formula, charge and spin) = 0.725 eV
multiplicity = 3

Atoms and positions in Å:
P 0.419 -2.599 -0.712
P 0.768 1.046 -1.837
C 0.002 -1.589 -2.309
C 1.022 -0.533 -2.703
H -1.001 -1.137 -2.231
H -0.047 -2.366 -3.089
H 2.049 -0.887 -2.543
H 0.929 -0.324 -3.782
C -0.564 2.015 -2.669
H -0.943 2.793 -1.980
H -1.401 1.375 -2.993
H -0.151 2.511 -3.568
C 2.160 2.181 -2.205
H 2.122 2.460 -3.271
H 3.134 1.715 -1.991
H 2.073 3.114 -1.630
C -1.311 -3.255 -0.620
H -1.463 -3.660 0.386
H -1.389 -4.009 -1.406
H -2.011 -2.431 -0.809
C 1.396 -3.947 -1.492
H 1.956 -3.477 -2.296
H 0.676 -4.681 -1.856
H 2.137 -4.450 -0.817
Pt 1.330 -3.387 1.027
C -1.192 4.013 0.344
C -2.441 3.533 0.555
C -3.149 2.489 -0.270
C -2.460 1.042 -0.173
C -1.141 0.920 0.444
C 0.188 1.375 -0.008
C 0.895 2.536 0.735
C -0.001 3.675 1.218
C 1.531 -4.620 2.738
H -0.961 4.782 -0.415
H -3.015 3.827 1.458
H -3.189 2.727 -1.361
H -4.185 2.431 0.131
H -3.107 0.493 0.523
H -2.596 0.511 -1.140
H -1.117 0.349 1.419
H 0.874 0.516 0.298
H 1.751 2.911 0.155
H 1.353 2.081 1.629
H -0.322 3.376 2.228
H 0.617 4.581 1.354
H 2.453 -4.350 3.292
H 1.518 -5.698 2.492
H 0.647 -4.367 3.356
F 0.357 -0.175 5.465
Te 0.772 -0.861 3.717
F 0.531 -2.577 4.528
F 0.902 0.985 3.247
F -1.097 -0.695 3.311
F 2.621 -0.783 4.147
O 1.070 -1.504 1.981

No. 2
Below is a molecular structure, C15H31FP2Ti at a distorted geometry, with properties calculated with ωB97M-V with the def2-TZVPD basis set.

Results
M = 340.2 g/mol
energy = -60459.274 eV
charge = 0
strongest force on any atom = 4.7 eV Å⁻¹
HOMO energy (alpha / beta) = -4.11 / -4.94 eV
energy relative to the best compared isomer or geometry (same formula, charge and spin) = 2.974 eV
multiplicity = 3

Atoms and positions in Å:
P -0.335 -1.873 -1.221
P 0.320 2.055 -1.016
C -0.427 -0.469 -2.425
C 0.504 0.765 -2.284
H -1.489 -0.186 -2.557
H -0.151 -0.980 -3.373
H 1.559 0.448 -2.293
H 0.376 1.349 -3.209
C -1.158 3.012 -1.348
H -1.369 3.703 -0.511
H -2.041 2.371 -1.496
H -0.916 3.573 -2.251
C 1.665 3.178 -1.307
H 1.375 3.694 -2.227
H 2.585 2.593 -1.441
H 1.788 3.895 -0.490
C -1.449 -3.055 -1.989
H -1.492 -3.949 -1.360
H -1.027 -3.284 -2.968
H -2.438 -2.592 -2.066
C 1.262 -2.609 -1.561
H 2.077 -1.875 -1.723
H 1.107 -3.147 -2.512
H 1.580 -3.332 -0.791
Ti 0.261 -0.503 3.301
C 0.146 2.057 0.750
C -1.301 1.702 0.967
C -1.832 0.479 0.345
C -1.992 -0.966 0.987
C -0.929 -1.957 0.435
C 0.387 -1.676 1.178
C 1.120 -0.427 0.706
C 1.126 0.988 1.380
C 1.516 -0.612 4.756
H 0.531 3.065 1.094
H -1.929 2.416 1.478
H -1.319 0.309 -0.619
H -2.854 0.703 -0.059
H -1.979 -0.943 2.120
H -2.995 -1.363 0.674
H -1.289 -3.005 0.583
H 1.071 -2.559 1.292
H 0.988 -0.276 -0.391
H 2.183 -0.734 0.670
H 1.045 1.114 2.550
H 2.167 1.317 1.179
H 2.162 0.267 4.830
H 2.124 -1.441 4.359
H 1.138 -0.888 5.759
F -1.453 -0.354 4.095

No. 3
Below is a molecular structure, C15H31FP2Ti at a distorted geometry, with properties calculated with ωB97M-V with the def2-TZVPD basis set.

Results
M = 340.2 g/mol
energy = -60450.131 eV
charge = +2
strongest force on any atom = 2.3 eV Å⁻¹
HOMO energy = -14.71 eV
energy relative to the best compared isomer or geometry (same formula, charge and spin) = 0.079 eV

Atoms and positions in Å:
P 0.082 -2.255 1.985
P -0.042 2.016 2.100
C -0.170 -0.729 0.707
C 0.547 0.647 0.847
H -1.232 -0.642 0.413
H 0.339 -1.361 -0.018
H 1.632 0.502 0.983
H 0.392 1.164 -0.102
C -1.441 2.896 1.325
H -1.732 3.734 1.978
H -2.320 2.245 1.238
H -1.160 3.290 0.344
C 1.300 3.225 2.134
H 1.192 3.909 1.275
H 2.285 2.739 2.101
H 1.222 3.796 3.071
C -1.071 -3.552 1.469
H -1.045 -4.307 2.273
H -0.759 -4.015 0.522
H -2.095 -3.159 1.383
C 1.742 -2.837 1.538
H 2.464 -2.017 1.392
H 1.696 -3.448 0.624
H 2.084 -3.472 2.370
Ti -0.884 -0.134 2.661
C 0.421 1.687 -2.207
C -0.911 1.682 -2.019
C -1.869 0.907 -2.869
C -1.454 -0.547 -3.226
C -0.649 -1.275 -2.194
C 0.699 -1.298 -2.162
C 1.588 -0.472 -3.039
C 1.130 0.982 -3.331
C 0.470 -0.526 4.220
H 1.080 2.319 -1.596
H -1.378 2.385 -1.325
H -2.065 1.443 -3.814
H -2.835 0.877 -2.348
H -2.393 -1.107 -3.367
H -0.935 -0.546 -4.197
H -1.235 -1.915 -1.526
H 1.240 -2.043 -1.565
H 1.745 -0.981 -4.005
H 2.583 -0.433 -2.571
H 2.049 1.552 -3.548
H 0.525 0.995 -4.252
H 0.684 0.499 4.577
H 1.388 -1.105 4.066
H -0.193 -1.048 4.917
F -2.712 -0.268 2.767

No. 4
Below is a molecular structure, C15H31FP2Ti at a distorted geometry, with properties calculated with ωB97M-V with the def2-TZVPD basis set.

Results
M = 340.2 g/mol
energy = -60450.210 eV
charge = +2
strongest force on any atom = 2.6 eV Å⁻¹
HOMO energy = -14.72 eV
energy relative to the best compared isomer or geometry (same formula, charge and spin) = 0.000 eV

Atoms and positions in Å:
P 0.149 -2.257 1.998
P -0.061 1.990 2.065
C -0.082 -0.775 0.683
C 0.595 0.617 0.859
H -1.108 -0.706 0.274
H 0.515 -1.341 -0.032
H 1.674 0.481 1.066
H 0.496 1.085 -0.122
C -1.393 2.939 1.271
H -1.643 3.768 1.953
H -2.300 2.332 1.142
H -1.062 3.348 0.312
C 1.343 3.101 2.188
H 1.318 3.821 1.356
H 2.282 2.525 2.151
H 1.275 3.647 3.138
C -0.968 -3.535 1.344
H -0.963 -4.337 2.098
H -0.609 -3.923 0.384
H -1.993 -3.162 1.253
C 1.766 -2.925 1.504
H 2.508 -2.137 1.341
H 1.665 -3.541 0.602
H 2.097 -3.550 2.341
Ti -0.899 -0.155 2.602
C 0.348 1.679 -2.168
C -0.983 1.658 -1.975
C -1.939 0.865 -2.811
C -1.491 -0.570 -3.197
C -0.681 -1.290 -2.172
C 0.669 -1.312 -2.160
C 1.553 -0.448 -2.999
C 1.064 0.994 -3.295
C 0.331 -0.294 4.305
H 0.997 2.329 -1.566
H -1.454 2.386 -1.312
H -2.147 1.407 -3.752
H -2.897 0.799 -2.272
H -2.404 -1.156 -3.382
H -0.945 -0.528 -4.150
H -1.265 -1.919 -1.489
H 1.215 -2.111 -1.640
H 1.743 -0.947 -3.965
H 2.533 -0.376 -2.499
H 1.964 1.590 -3.521
H 0.460 0.991 -4.213
H 0.480 0.741 4.661
H 1.304 -0.784 4.165
H -0.309 -0.885 4.991
F -2.749 -0.128 2.644